Record 1
C4H5ClN2O2S | the ωB97M-V functional and the def2-TZVPD basis

XYZ file:
```
15
Properties=species:S:1:pos:R:3:forces:R:3
C -1.05338 1.33213 0.79271 -0.2993 2.7850 0.3012
C -0.69977 0.05336 0.13496 -2.5054 -1.4276 -0.4528
C -1.59674 -1.00286 -0.34012 6.2313 1.8034 -0.3649
N -0.69497 -1.87746 -0.99191 -0.4192 2.3773 2.3289
N 0.59051 -1.55316 -0.78974 -0.6104 0.3352 -0.9669
C 0.59059 -0.32623 -0.24026 -0.8847 -2.6038 1.1556
S 2.15681 0.26938 0.29741 -1.1630 0.0382 -3.2146
O 2.01220 1.43502 1.07061 0.2510 0.5387 1.3731
O 3.01629 -0.81922 0.53032 0.6673 -0.2483 0.6296
Cl 2.55469 1.02056 -1.60699 0.6494 0.0243 0.1687
H -1.65394 2.03791 0.02957 1.5090 -1.3850 1.7831
H -1.63466 1.33234 1.76263 0.2666 -0.6501 -1.2580
H -0.07104 1.81457 1.13949 -1.6699 -0.2783 -0.9377
H -2.62523 -0.95600 -0.40070 -1.8593 -0.4722 -0.1942
H -0.89137 -2.76035 -1.38796 -0.1633 -0.8366 -0.3513
```
Positions in Å, forces in eV/Å.

Values from the calculation:
HOMO energy (eV): -9.7
Relative energy (zero: lowest compared OMol25 entry of this formula, charge and spin) (eV): 1.115
Spin multiplicity: 1
Strongest force on any atom (Eh/bohr): 0.1264

From a Löwdin analysis of the wavefunction, the atomic charges in e read: C -0.0752; C -0.2538; C 0.0445; N 0.0002; N 0.0605; C -0.4378; S 0.4000; O -0.3276; O -0.2867; Cl 0.3628; H 0.1281; H 0.0894; H 0.0712; H 0.0869; H 0.1376

---

Record 2
C4H5ClO | the ωB97M-V functional and the def2-TZVPD basis

XYZ file:
```
11
Properties=species:S:1:pos:R:3:forces:R:3
C 1.05770 2.40057 1.28345 0.4657 2.7196 0.7677
C 0.57968 1.37007 0.98807 0.0486 -3.5964 -1.4646
C 0.13571 0.02219 0.65943 -1.0269 0.1758 0.4818
C -0.96448 -0.36492 1.29343 0.4923 -0.3286 -0.1222
O 0.82494 -0.69337 -0.22589 0.4657 -1.8867 -2.1389
H 1.24733 3.40107 1.56624 0.3638 0.2036 0.0399
H -1.40015 -1.36019 1.08751 -0.0498 0.8799 0.6503
H -1.13280 0.39306 2.04407 -1.4375 -0.6690 0.3510
H 0.39737 -1.56387 -0.57217 0.6678 2.4896 1.3821
Cl -0.40540 -2.47071 -3.92609 0.1067 2.1555 -0.3962
H -0.33990 -1.13391 -4.19804 -0.0963 -2.1431 0.4491
```
Positions in Å, forces in eV/Å.

Values from the calculation:
HOMO energy (eV): -8.9
Relative energy (zero: lowest compared OMol25 entry of this formula, charge and spin) (eV): 2.540
Spin multiplicity: 1
Strongest force on any atom (Eh/bohr): 0.0755

From a Löwdin analysis of the wavefunction, the atomic charges in e read: C 0.1295; C -0.0888; C -0.4787; C 0.0550; O 0.0267; H 0.0312; H 0.0819; H 0.0676; H 0.1616; Cl 0.1827; H -0.1686

---

Record 3
C4H5ClO2 | the ωB97M-V functional and the def2-TZVPD basis

XYZ file:
```
12
Properties=species:S:1:pos:R:3:forces:R:3
C 1.16813 1.64965 2.82849 1.1280 -1.6313 3.4004
C 0.86535 2.04765 1.56979 -0.0312 -2.1045 -3.6891
C 0.25148 0.19582 0.30027 1.2406 2.4230 1.1974
C -0.44714 0.13831 -0.96800 0.1299 -0.6239 -2.8601
O 1.07440 2.50259 3.72659 0.0931 -0.2788 -0.1816
O 0.65183 -0.88565 0.80851 1.0906 1.5364 2.6527
Cl -0.29517 3.06573 1.00007 -0.8679 1.0205 0.0319
H 1.72973 0.62421 3.10737 -1.3024 1.7379 -1.1675
H -1.46535 0.34858 -0.78660 -1.3445 1.1904 0.5115
H -0.62558 -0.90992 -1.30948 0.8868 0.2782 -0.1516
H -0.12361 0.81126 -1.87589 -0.3191 -1.1587 2.2055
H 0.53148 -1.71478 0.41987 -0.7038 -2.3892 -1.9496
```
Positions in Å, forces in eV/Å.

Values from the calculation:
HOMO energy (eV): -7.6
Relative energy (zero: lowest compared OMol25 entry of this formula, charge and spin) (eV): 5.817
Spin multiplicity: 1
Strongest force on any atom (Eh/bohr): 0.0826

From a Löwdin analysis of the wavefunction, the atomic charges in e read: C -0.4895; C -0.5543; C -0.1731; C -0.0698; O -0.0639; O 0.1391; Cl 0.6609; H 0.1445; H 0.0699; H 0.0895; H 0.1478; H 0.0989

---

Record 4
C4H5ClOSi | the ωB97M-V functional and the def2-TZVPD basis

XYZ file:
```
12
Properties=species:S:1:pos:R:3:forces:R:3
C 2.20325 -0.08858 0.53827 -0.8569 -0.3564 0.6864
C 3.30783 -0.31311 0.12501 -0.5633 0.0656 0.1717
C -0.57615 -0.09191 -0.58418 -1.8120 0.7541 -0.9546
C -2.09669 -0.09370 -0.51500 -0.6663 0.0578 -2.4331
O -0.07394 -0.00900 -1.67300 0.8764 -0.2884 -0.7905
Si 0.44445 0.10476 0.93632 -0.8022 3.8845 1.5397
Cl 4.75742 -0.64126 -0.47366 1.0167 -0.1460 -0.3593
H -2.60572 0.09886 -1.52523 1.2842 -0.1324 1.1303
H -2.63260 0.51623 0.15543 0.0473 1.1389 1.2607
H -2.42307 -1.06273 -0.27144 -0.2946 -1.6616 0.4781
H -0.42140 -0.33701 2.09780 1.0888 -0.4238 -0.2570
H 0.11662 1.91745 1.18967 0.6820 -2.8924 -0.4725
```
Positions in Å, forces in eV/Å.

Values from the calculation:
HOMO energy (eV): -9.3
Relative energy (zero: lowest compared OMol25 entry of this formula, charge and spin) (eV): 2.489
Spin multiplicity: 1
Strongest force on any atom (Eh/bohr): 0.0827

From a Löwdin analysis of the wavefunction, the atomic charges in e read: C -0.2324; C -0.7305; C -0.6182; C -0.0829; O 0.0231; Si 0.6586; Cl 0.7678; H 0.1137; H 0.0500; H 0.0521; H -0.0398; H 0.0384

---

Record 5
C4H5CrN4O9 | the ωB97M-V functional and the def2-TZVPD basis

XYZ file:
```
23
Properties=species:S:1:pos:R:3:forces:R:3
Cr 0.60001 0.39302 0.11173 1.2165 -0.0710 1.6086
N -0.16971 2.87301 0.80457 1.9816 -3.6514 -1.2068
O -0.60689 3.96582 0.99183 -0.1953 0.5496 0.0682
O 0.40649 2.39353 -0.21076 0.5611 4.4532 -5.4084
O -0.13850 1.88269 1.54349 -2.7479 -0.7502 5.6791
N 2.28915 -0.18688 2.13262 3.8382 3.0114 -1.4192
O 1.36740 -0.80325 1.77302 -7.2368 -6.7774 -0.7703
O 3.14290 -0.59346 2.86430 1.1738 -0.3440 2.0278
O 2.34866 0.85195 1.47464 2.6525 3.9758 -0.0159
N 1.61976 -0.21928 -2.32955 -2.2887 -0.3462 1.0717
O 0.64282 0.44650 -2.09327 -5.2306 5.0667 -4.1639
O 1.99658 -0.51897 -3.43586 1.3484 -0.3607 0.1981
O 1.91189 -0.60384 -1.19258 5.8885 -4.2187 2.5241
N -1.77948 -0.71906 -1.38484 1.8273 -2.1351 1.2100
C -1.16535 -1.85955 -0.85383 -0.6795 -2.0094 -1.3067
C -1.04528 -1.84925 0.53844 -1.3803 0.6934 -2.0361
C -1.60921 -0.61054 0.82609 -0.0680 2.4390 0.6297
C -1.81199 0.14309 -0.35291 -2.3479 0.1655 1.5363
H -2.13824 -0.63608 -2.32532 0.6933 0.3030 0.2284
H -1.01345 -2.67889 -1.54087 0.2684 -0.0297 0.0736
H -0.77327 -2.54310 1.32010 0.3181 -0.2640 -0.6860
H -1.85726 -0.26369 1.81835 0.4569 0.3590 -0.0406
H -2.21705 1.13622 -0.47942 -0.0496 -0.0589 0.1984
```
Positions in Å, forces in eV/Å.

Values from the calculation:
HOMO energy (alpha / beta) (eV): -4.2 / -6.1
Expectation value of S²: 6.012
Relative energy (zero: lowest compared OMol25 entry of this formula, charge and spin) (eV): 0.689
Spin multiplicity: 5
Strongest force on any atom (Eh/bohr): 0.1934
Charge: -1

From a Löwdin analysis of the wavefunction, the atomic charges in e read: Cr 0.8638; N -0.5379; O 0.0925; O -0.1191; O -0.0753; N -0.6441; O -0.0412; O 0.0565; O -0.0530; N -0.5667; O -0.0860; O 0.0676; O -0.0757; N 0.0363; C -0.1225; C -0.0851; C -0.1537; C -0.1890; H 0.1626; H 0.1098; H 0.1167; H 0.1143; H 0.1292

---

Record 6
C4H5CuLiO2 | the ωB97M-V functional and the def2-TZVPD basis

XYZ file:
```
13
Properties=species:S:1:pos:R:3:forces:R:3
H 2.97259 -1.56339 0.17777 0.7305 1.5040 -0.1594
C 0.51109 0.51444 0.00196 -1.5200 -0.1945 -0.7459
C -0.81169 1.17396 0.05541 0.2548 0.2509 0.2548
C -1.78183 -0.00325 0.01119 -0.1204 -0.3310 0.1515
C -0.98469 -1.25243 -0.05693 -0.9339 -0.1627 -0.1751
O 0.30015 -0.86787 -0.12461 1.2353 0.3066 0.3708
O 1.63685 0.93943 -0.04347 0.2516 0.5691 0.2222
Cu 3.23603 0.02661 -0.09461 0.7935 -1.3093 0.2197
Li 1.58390 -2.51976 -0.12697 -0.8190 -0.5964 -0.0910
H -0.89116 1.86714 -0.79336 0.0514 -0.0339 0.1607
H -0.86606 1.77426 0.97424 -0.0471 0.0016 -0.1787
H -2.45385 -0.00721 -0.86348 0.0645 -0.0326 0.1756
H -2.45133 -0.08192 0.88286 0.0588 0.0281 -0.2052
```
Positions in Å, forces in eV/Å.

Values from the calculation:
HOMO energy (alpha / beta) (eV): -17.9 / -17.9
Expectation value of S²: 0.755
Relative energy (zero: lowest compared OMol25 entry of this formula, charge and spin) (eV): 0.000
Spin multiplicity: 2
Strongest force on any atom (Eh/bohr): 0.0331
Charge: +2

From a Löwdin analysis of the wavefunction, the atomic charges in e read: H 0.0009; C -0.3355; C -0.0121; C -0.1250; C 0.1259; O -0.0967; O 0.0686; Cu 0.9305; Li 0.7651; H 0.1765; H 0.1753; H 0.1649; H 0.1616

---

Record 7
C4H5F2LiO2Sm | the ωB97M-V functional and the def2-TZVPD basis

XYZ file:
```
15
Properties=species:S:1:pos:R:3:forces:R:3
O 0.71986 2.12412 0.04551 1.2094 1.3574 1.2249
C 1.13512 1.42356 -1.09760 0.1033 -0.5770 -1.1318
C 1.01834 -0.07942 -0.87474 0.7448 -0.5142 0.0756
Li 1.84566 2.35140 1.49422 -0.2896 -0.7570 -0.6904
H 2.18370 1.65569 -1.36417 -0.3788 -0.1037 0.0587
H 0.53148 1.75049 -1.97770 -0.1128 0.0308 0.1112
F 1.00110 -0.65015 -2.22581 -0.0713 0.5722 0.7367
C -0.46215 -1.57515 0.47294 -0.8251 1.1037 -3.2182
C -1.69411 -2.01690 0.72712 0.7222 0.3716 -0.1200
O -0.33551 -0.30559 -0.39399 -0.2964 -1.8999 2.2820
H 0.43081 -2.20907 0.44704 -0.1696 0.7885 0.0131
F -0.66648 0.25515 2.49048 -0.3852 1.8418 -0.9006
H -2.55194 -1.34231 0.72253 0.1078 -0.3486 -0.3092
H -1.85306 -3.08541 0.86104 0.0436 0.3872 0.6814
Sm -1.30282 1.70358 0.67314 -0.4021 -2.2528 1.1866
```
Positions in Å, forces in eV/Å.

Values from the calculation:
HOMO energy (alpha / beta) (eV): -5.6 / -5.6
Expectation value of S²: 12.008
Spin multiplicity: 7
Strongest force on any atom (Eh/bohr): 0.0681

From a Löwdin analysis of the wavefunction, the atomic charges in e read: O -0.6284; C -0.3938; C -0.3444; Li 0.7777; H 0.1028; H 0.1027; F -0.1303; C -0.1291; C -0.0167; O -0.3247; H 0.1130; F -0.6735; H 0.0428; H 0.0580; Sm 1.4439

---

Record 8
C4H5F2N | the ωB97M-V functional and the def2-TZVPD basis

XYZ file:
```
12
Properties=species:S:1:pos:R:3:forces:R:3
C -0.04587 1.37276 -1.29108 3.1670 -0.2502 -0.9544
C -0.04779 1.97513 -2.47707 -0.1839 -1.1548 1.5914
F 0.92843 2.21732 -3.32088 -0.2136 -0.1419 0.0573
F -1.22002 2.34757 -2.93416 -0.2061 0.9114 -0.9941
H -0.92915 1.43125 -0.77279 -1.9946 -0.1900 1.0401
H 0.80121 0.84777 -0.79783 -0.5282 1.0094 -0.7381
C 0.14212 -1.80807 0.07014 0.9047 2.8888 -3.6342
C 0.31713 -1.24785 1.19215 -0.0214 0.3481 0.6337
N 0.28471 -0.57623 2.18002 -0.1260 1.0006 2.1321
H 0.28544 -1.12403 -0.83684 -0.1590 -1.3348 1.3426
H -0.12651 -2.76408 -0.07867 -0.8782 -3.1270 -0.3651
H 1.09261 -0.50470 2.78380 0.2394 0.0404 -0.1113
```
Positions in Å, forces in eV/Å.

Values from the calculation:
HOMO energy (eV): -9.2
Relative energy (zero: lowest compared OMol25 entry of this formula, charge and spin) (eV): 2.262
Spin multiplicity: 1
Strongest force on any atom (Eh/bohr): 0.0920

From a Löwdin analysis of the wavefunction, the atomic charges in e read: C 0.0781; C -0.4526; F 0.1423; F 0.1197; H 0.0474; H 0.0735; C -0.0020; C -0.3214; N 0.1560; H 0.0704; H 0.0129; H 0.0756

---

Record 9
C4H5F3 | the ωB97M-V functional and the def2-TZVPD basis

XYZ file:
```
12
Properties=species:S:1:pos:R:3:forces:R:3
C -1.52455 0.00242 -0.00546 -0.7906 0.2749 -0.9176
C -0.10849 0.00201 0.45563 0.0921 -0.3366 -0.0630
F 0.01274 -0.03059 1.81167 -0.0390 0.0449 0.1286
C 0.98314 -0.75168 -0.27396 -0.4791 -0.2985 -0.5733
F 1.91623 -1.35077 0.49353 0.2439 -0.1394 0.1855
C 0.97758 0.75479 -0.24842 -0.1336 0.6122 -1.0695
F 1.92558 1.33690 0.51826 0.1232 0.0983 0.1238
H -2.04585 0.90112 0.39260 0.2912 -0.5469 -0.3133
H -1.59246 0.02126 -1.14157 0.1500 0.0019 1.4111
H -2.05514 -0.89791 0.35336 0.2830 0.3673 -0.1617
H 0.75606 -1.32842 -1.18652 0.1144 0.4599 0.4744
H 0.75518 1.34087 -1.16911 0.1444 -0.5381 0.7750
```
Positions in Å, forces in eV/Å.

Values from the calculation:
HOMO energy (eV): -10.5
Relative energy (zero: lowest compared OMol25 entry of this formula, charge and spin) (eV): 0.802
Spin multiplicity: 1
Strongest force on any atom (Eh/bohr): 0.0276

From a Löwdin analysis of the wavefunction, the atomic charges in e read: C -0.0048; C -0.4402; F 0.0768; C -0.1841; F 0.0577; C -0.1897; F 0.0581; H 0.0972; H 0.1105; H 0.0930; H 0.1603; H 0.1653

---

Record 10
C4H5F3O | the ωB97M-V functional and the def2-TZVPD basis

XYZ file:
```
13
Properties=species:S:1:pos:R:3:forces:R:3
F -1.51329 2.05364 -1.45501 -0.3884 -0.1120 -0.0229
C -0.27285 1.56961 -1.44814 0.3458 -0.1997 -0.1514
C 0.01358 0.33290 -1.81765 0.0858 0.0731 -0.0893
F 1.25468 -0.12939 -1.82230 -0.1361 0.0666 0.0558
F -0.83052 -0.59789 -2.22262 0.0358 0.3472 0.1248
H 0.48036 2.26839 -1.12162 0.1141 -0.1011 -0.0381
C 0.87592 -1.10905 1.74603 0.0637 -0.1682 0.0032
C -0.06738 -0.24950 1.40732 0.0349 0.0258 0.0796
O -1.21067 -0.52447 0.73822 -0.3656 -0.1369 -0.0656
H 1.75101 -0.78348 2.27149 0.1886 0.1837 0.1545
H 0.81076 -2.16052 1.51741 -0.0801 -0.1904 -0.1073
H -0.00805 0.80094 1.64856 0.0056 0.1148 -0.0010
H -1.28353 -1.47116 0.55830 0.0960 0.0972 0.0578
```
Positions in Å, forces in eV/Å.

Values from the calculation:
HOMO energy (eV): -9.3
Relative energy (zero: lowest compared OMol25 entry of this formula, charge and spin) (eV): 1.264
Spin multiplicity: 1
Strongest force on any atom (Eh/bohr): 0.0083

From a Löwdin analysis of the wavefunction, the atomic charges in e read: F 0.0477; C -0.0938; C -0.3822; F 0.1254; F 0.1471; H 0.1310; C 0.0066; C -0.2998; O -0.0070; H 0.0461; H 0.0555; H 0.1128; H 0.1106

---

What is the spin multiplicity in the third record?
1